This record from the Open Molecules 2025 dataset describes a molecular structure, C35H34Br2FeI2N4O2 at a distorted geometry. The level of theory is ωB97M-V/def2-TZVPD.

Each line ends with the Löwdin charge.
CARTESIAN COORDINATES (ANGSTROEM)
Fe (0.54700, 0.04040, -0.58830)  0.68
I (0.71990, 7.46530, 2.46220)  0.69
C (0.64630, 5.69400, 1.27710)  -0.73
C (-0.26680, 5.61830, 0.24510)  -0.27
C (-0.26990, 4.47640, -0.50570)  -0.61
I (-1.64820, 4.26540, -2.08760)  0.84
C (0.59440, 3.36200, -0.33160)  -0.50
O (0.51170, 2.36990, -1.10280)  -0.18
C (1.50630, 3.50020, 0.76740)  -0.15
C (2.48050, 2.39710, 1.09660)  -0.14
N (1.86750, 1.08650, 1.25790)  -0.06
C (0.99300, 0.99170, 2.41590)  -0.15
C (-0.30480, 1.69780, 2.14310)  -0.26
C (-0.80910, 2.65720, 3.00060)  -0.03
C (-2.02390, 3.26980, 2.70760)  -0.06
C (-2.67190, 2.90080, 1.52840)  -0.08
C (-2.09400, 1.93270, 0.73380)  -0.15
N (-0.95100, 1.31540, 1.02880)  0.11
C (1.51210, 4.64720, 1.53370)  -0.15
H (-0.95440, 6.42410, 0.03050)  0.07
H (3.01620, 2.68500, 2.02420)  0.11
H (3.21660, 2.30630, 0.29170)  0.12
H (2.60330, 0.38760, 1.31160)  0.12
H (1.47100, 1.40180, 3.32540)  0.12
H (0.76510, -0.06560, 2.56490)  0.11
H (-0.26090, 2.93220, 3.89220)  0.11
H (-2.46010, 3.99320, 3.38200)  0.10
H (-3.61080, 3.35770, 1.24460)  0.10
H (-2.56770, 1.61340, -0.18410)  0.10
H (2.20150, 4.72570, 2.36430)  0.09
C (-0.90780, 0.13210, -3.76180)  -0.03
C (-1.42500, -1.08940, -3.06460)  -0.31
C (-2.15370, -2.06720, -3.72640)  -0.03
C (-2.64250, -3.16370, -3.03060)  -0.03
C (-2.38010, -3.26780, -1.65050)  -0.21
C (-2.83480, -4.29400, -0.80620)  -0.63
Br (-3.83680, -5.76620, -1.54680)  0.65
C (-2.58800, -4.30600, 0.55340)  -0.20
C (-1.81930, -3.29940, 1.09250)  -0.60
Br (-1.45850, -3.29180, 2.96570)  0.71
C (-1.24910, -2.25560, 0.33820)  -0.43
O (-0.47040, -1.39150, 0.85010)  -0.16
C (-1.59760, -2.23930, -1.05940)  -0.13
N (-1.13970, -1.17630, -1.76220)  0.15
H (-0.21680, -0.14000, -4.56080)  0.08
H (-0.37150, 0.74690, -3.03410)  0.05
H (-1.72150, 0.71510, -4.19420)  0.07
H (-2.33980, -1.96500, -4.78760)  0.11
H (-3.22680, -3.92050, -3.53510)  0.07
H (-2.98270, -5.09000, 1.18350)  0.08
C (2.00880, -3.72820, -0.80160)  -0.08
C (2.94880, -3.20240, 0.28650)  -0.38
C (2.15680, -2.79570, 1.52790)  -0.08
C (3.81690, -2.07170, -0.23130)  -0.18
C (5.15400, -2.09180, 0.10130)  -0.12
C (6.07270, -1.20370, -0.44520)  -0.18
C (5.63800, -0.36230, -1.46200)  -0.12
C (4.31490, -0.28740, -1.82810)  -0.18
C (3.94670, 0.53100, -3.04460)  -0.39
C (3.11110, -0.31570, -4.00720)  -0.09
C (3.19550, 1.81030, -2.68050)  -0.08
C (3.30250, -1.01140, -1.07920)  -0.36
N (2.03470, -0.72450, -1.18230)  -0.10
H (1.41180, -4.56430, -0.43190)  0.07
H (2.58110, -4.06400, -1.66900)  0.07
H (1.33540, -2.93010, -1.11400)  0.04
H (3.62850, -4.02570, 0.56820)  0.12
H (1.44350, -2.02660, 1.24590)  0.03
H (2.81980, -2.41390, 2.30420)  0.07
H (1.60730, -3.64600, 1.93130)  0.05
H (5.50950, -2.83990, 0.80650)  0.09
H (7.11090, -1.21130, -0.13510)  0.06
H (6.36160, 0.25520, -1.98920)  0.09
H (4.88300, 0.81380, -3.55540)  0.11
H (2.23250, -0.67540, -3.47800)  0.04
H (3.68060, -1.17210, -4.36900)  0.07
H (2.78840, 0.27470, -4.86300)  0.06
H (2.27770, 1.54820, -2.15780)  0.03
H (2.94160, 2.37330, -3.57890)  0.07
H (3.80480, 2.44600, -2.03620)  0.07

Its expectation value of S² is 6.03. The multiplicity is 5. The net charge is -2. The LUMO energy (alpha / beta) comes out at 0.1249 / 0.1249 hartree. For the HOMO energy (alpha / beta), the calculation gives -0.01 / -0.35 eV.